Entry 1:
Below is a gas-phase ion, C9H20N5 (charge +1) at a distorted geometry, with properties calculated with ωB97M-V/def2-TZVPD.

Calculated values
E	-628.277782	hartree

ORCA input file:
```
! RIJCOSX wB97M-V def2-TZVPD def2/J DEFGRID3
* xyz 1 3
C 0.826 2.690 -2.485
C -0.054 3.335 -1.477
C 0.587 1.026 -0.456
C -0.290 0.711 0.813
C 0.612 -1.024 2.458
C 1.832 -1.958 2.126
C -0.050 1.819 -1.581
C -1.280 1.204 -2.220
C -1.004 -1.615 0.746
N -0.180 -0.601 1.294
N -1.943 1.901 -3.110
N -1.758 -1.171 -0.286
N -0.791 -2.919 1.019
N 1.486 -3.318 2.453
H 0.539 2.788 -3.490
H 1.905 2.584 -2.373
H 0.376 3.831 -0.675
H -0.948 3.741 -1.867
H 1.553 1.548 -0.265
H 0.703 0.022 -0.718
H -0.094 1.472 1.657
H -1.321 0.996 0.506
H -0.025 -1.688 2.982
H 0.872 -0.175 2.986
H 1.925 -1.896 1.077
H 2.715 -1.566 2.640
H -1.753 2.961 -3.332
H -2.848 1.428 -3.466
H -1.525 0.111 -2.064
H -2.316 -1.962 -0.732
H 0.021 -3.112 1.708
H -1.498 -3.631 0.889
H 1.800 -4.032 1.835
H 1.926 -3.502 3.412
*
```



Entry 2:
Below is 2 unconnected molecules or ions with the total composition C9H20NO at a distorted geometry, with properties calculated with ωB97M-V/def2-TZVPD.

Calculated values
ΔE to the lowest compared entry with this formula, charge and spin	56.4	kcal/mol

ORCA input file:
```
! RIJCOSX wB97M-V def2-TZVPD def2/J DEFGRID3
* xyz 1 1
C -0.742 0.724 0.161
C -1.516 -0.488 0.608
C -0.087 -0.603 0.259
C -0.326 1.736 1.280
C -1.027 1.401 -1.182
C -2.564 -1.212 -0.299
C -1.958 -0.734 2.006
C 1.630 -2.376 0.487
C 3.053 1.491 -1.609
N 1.064 -1.123 0.073
O 1.897 0.657 -1.663
H 0.452 2.465 0.944
H 0.132 1.117 2.080
H -1.176 2.369 1.537
H -0.598 2.464 -1.161
H -2.199 1.518 -1.341
H -0.567 1.003 -2.140
H -2.060 -1.303 -1.268
H -3.431 -0.763 -0.274
H -2.554 -2.246 -0.052
H -2.046 -1.818 2.129
H -2.974 -0.367 2.133
H -1.499 -0.248 2.874
H 2.225 -2.841 -0.316
H 2.216 -2.203 1.408
H 0.914 -3.203 0.744
H 3.294 1.958 -2.518
H 3.883 0.938 -1.192
H 2.769 2.183 -0.858
H 2.127 0.039 -2.495
H 1.666 -0.537 -0.356
*
```



Entry 3:
Below is a molecular structure, C9H20NO12Y at a distorted geometry, with properties calculated with ωB97M-V/def2-TZVPD.

Calculated values
ΔE to the lowest compared entry with this formula, charge and spin	0.0	kcal/mol

ORCA input file:
```
! RIJCOSX wB97M-V def2-TZVPD def2/J DEFGRID3
* xyz 0 1
Y -6.546 -27.225 9.500
O -5.223 -24.095 6.923
C -5.753 -25.038 7.652
O -5.824 -26.243 7.276
O -6.058 -24.948 8.846
H -5.295 -23.354 7.529
O -10.372 -26.849 7.924
C -9.246 -27.013 8.534
O -8.371 -27.689 8.019
O -8.901 -26.452 9.626
H -10.930 -26.279 8.458
O -5.432 -26.196 13.373
C -6.058 -26.618 12.322
O -6.722 -25.878 11.618
O -5.741 -27.631 11.691
H -5.826 -25.343 13.573
C -4.096 -31.010 8.517
C -4.629 -29.693 9.161
C -3.597 -28.549 9.069
O -4.194 -27.296 9.503
C -3.229 -26.304 9.867
N -5.889 -29.333 8.509
H -3.315 -31.402 9.169
H -3.704 -30.824 7.517
H -4.926 -31.711 8.428
H -4.842 -29.799 10.225
H -3.290 -28.370 8.039
H -2.648 -28.879 9.491
H -2.532 -26.588 10.655
H -3.797 -25.440 10.212
H -2.658 -25.966 9.002
H -5.602 -29.162 7.556
H -6.488 -30.142 8.434
C -8.270 -30.320 10.239
C -9.296 -30.932 11.118
O -8.948 -31.114 12.485
O -8.046 -28.949 10.534
H -8.695 -30.315 9.235
H -7.357 -30.914 10.281
H -9.770 -31.815 10.690
H -10.215 -30.351 11.051
H -9.726 -31.278 13.023
H -8.416 -28.758 11.399
*
```



Entry 4:
Below is a single C9H20O3S molecule at a distorted geometry, with properties calculated with ωB97M-V/def2-TZVPD.

Calculated values
ΔE to the lowest compared entry with this formula, charge and spin	0.9	kcal/mol

ORCA input file:
```
! RIJCOSX wB97M-V def2-TZVPD def2/J DEFGRID3
* xyz 0 1
C -5.117 -1.392 0.113
C -4.234 -0.248 -0.370
C -2.981 -0.097 0.494
C -2.100 1.039 0.010
H -1.747 0.888 -1.009
H -2.627 1.992 0.064
S -0.630 1.244 1.124
O -0.049 2.545 0.734
C 0.429 -0.060 0.323
C 1.291 0.501 -0.817
C 2.553 1.165 -0.227
O 3.345 0.290 0.535
C 4.161 -0.589 -0.213
C 5.100 -1.301 0.748
H 4.525 -1.863 1.479
H 5.746 -1.982 0.201
H 5.710 -0.573 1.275
H 4.736 -0.017 -0.956
H 3.547 -1.326 -0.752
H 2.245 1.962 0.456
H 3.133 1.606 -1.050
O 0.596 1.394 -1.643
H 0.381 2.169 -1.090
H 1.591 -0.328 -1.472
H 1.086 -0.449 1.100
H -0.238 -0.846 -0.018
H -3.276 0.092 1.529
H -2.425 -1.038 0.477
H -4.801 0.685 -0.346
H -3.937 -0.428 -1.405
H -6.001 -1.480 -0.512
H -5.437 -1.220 1.138
H -4.575 -2.334 0.077
*
```